This record from the OMol25 dataset describes a cluster of 6 separate species, C30H64BNO13PS6 in total in a non-equilibrium geometry. The level of theory is ωB97M-V/def2-TZVPD.

```
116
C30H64BNO13PS6 ωB97M-V/def2-TZVPD
C 4.8248 0.1929 -0.1131
C 3.5876 -0.7240 0.5274
S 1.8868 -0.1047 -0.0106
C 0.7867 -1.6309 0.0453
C -0.8255 -1.2667 -0.2067
C -1.7817 -1.1490 1.1535
C -1.3381 -0.1184 2.3468
B -2.2818 1.2677 2.3497
O -3.6310 1.3483 1.7292
O -1.7265 2.4584 3.0386
C -1.8776 -2.7704 1.4648
C -2.6441 -3.2666 2.8263
C -2.5179 -3.2109 -0.0164
N -1.5810 -2.3989 -0.9354
P -2.1065 -2.0738 -2.6078
C -3.8072 -1.2052 -2.6977
O -2.3836 -3.6461 -3.3708
H 5.6876 -0.5383 -0.4889
H 4.4868 0.8233 -1.0485
H 5.3371 0.8583 0.7335
H 3.7105 -0.8263 1.6934
H 3.7036 -1.8044 0.0333
H 0.8515 -2.0663 1.1425
H 1.2136 -2.3829 -0.7473
H -0.8711 -0.1900 -0.6642
H -2.8651 -0.9370 0.7289
H -1.6059 -0.6598 3.3753
H -0.1939 0.1215 2.3994
H -3.4446 1.4844 0.7496
H -1.8777 3.2565 2.4192
H -0.8678 -3.4054 1.4412
H -3.6516 -2.6616 2.8923
H -1.9600 -2.9413 3.7467
H -2.7667 -4.4273 2.9131
H -3.6645 -2.9157 -0.0934
H -2.3385 -4.3485 -0.2232
H -0.8121 -3.1159 -1.0803
H -4.6944 -1.8615 -2.2720
H -3.8052 -0.1045 -2.2379
H -4.0549 -1.0634 -3.8555
H -1.5221 -4.1576 -3.1939
C -0.6678 4.4927 -2.2764
C -1.5539 5.3771 -1.4004
C -3.0063 5.0043 -1.6933
S -2.9889 3.2940 -2.2092
O -3.3987 3.2271 -3.5962
O -3.6016 2.4790 -1.1793
C -1.2212 3.0828 -2.1321
H 0.3825 4.5450 -1.9751
H -0.7377 4.8186 -3.3210
H -1.3297 5.1855 -0.3440
H -1.3741 6.4406 -1.5863
H -3.6354 5.1097 -0.8058
H -3.4153 5.6015 -2.5130
H -0.8904 2.4084 -2.9237
H -0.9769 2.6623 -1.1520
C 3.7936 2.3856 4.3983
C 4.7024 3.4610 4.9919
C 5.5927 3.9823 3.8651
S 4.6683 3.7570 2.3530
O 5.3559 2.7811 1.5339
O 4.2659 5.0524 1.8427
C 3.2550 2.9708 3.1013
H 2.9849 2.1140 5.0830
H 4.3784 1.4820 4.1884
H 4.0887 4.2801 5.3862
H 5.3018 3.0718 5.8208
H 5.8255 5.0423 3.9941
H 6.5177 3.4046 3.7861
H 2.8462 2.2166 2.4268
H 2.5073 3.7447 3.2990
C 4.8395 -6.1287 0.9913
C 5.8674 -6.1649 -0.1386
C 5.1228 -5.8939 -1.4448
S 3.7053 -4.8955 -1.0141
O 2.5054 -5.6625 -1.2750
O 3.8943 -3.5530 -1.5262
C 3.9980 -4.8856 0.7437
H 5.3177 -6.1009 1.9748
H 4.2087 -7.0245 0.9461
H 6.6188 -5.3832 0.0268
H 6.3941 -7.1236 -0.1759
H 5.7470 -5.3499 -2.1582
H 4.7597 -6.8204 -1.8981
H 3.0480 -4.8958 1.2808
H 4.5576 -3.9768 0.9846
C 2.5821 3.4327 -6.6325
C 3.9527 3.4878 -5.9594
C 4.0396 4.8126 -5.2036
S 2.3633 5.2499 -4.7673
O 2.0010 6.4559 -5.4817
O 2.1933 5.1167 -3.3342
C 1.5828 3.8628 -5.5689
H 2.3571 2.4326 -7.0144
H 2.5565 4.1319 -7.4768
H 4.0462 2.6536 -5.2535
H 4.7650 3.3944 -6.6871
H 4.6388 4.7185 -4.2944
H 4.4439 5.6082 -5.8356
H 0.6186 4.1640 -5.9821
H 1.4433 3.0782 -4.8193
C -6.6344 -2.3728 3.1025
C -7.5446 -2.3260 1.8762
C -8.7463 -3.2249 2.1624
S -8.9606 -3.2230 3.9360
O -8.6982 -4.5572 4.4331
O -10.1683 -2.4947 4.2696
C -7.5513 -2.1962 4.3037
H -5.8647 -1.5963 3.0669
H -6.1321 -3.3462 3.1532
H -7.8848 -1.2960 1.7136
H -7.0198 -2.6449 0.9703
H -9.6543 -2.8463 1.6864
H -8.5605 -4.2546 1.8446
H -7.0941 -2.5115 5.2432
H -7.9018 -1.1628 4.3830
```

Calculated values
Strongest force on any atom = 4.25 eV/A
Calculated total energy = -4969.30997 Ha
Charge = +1
LUMO = -2.634 eV
HOMO level = -11.387 eV